Density functional theory data (ωB97M-V with the def2-TZVPD basis set) for a molecular structure, C32H27AuCl2NP2.

CARTESIAN COORDINATES (ANGSTROEM)
Au (-1.528, -0.228, -0.244)
C (1.890, 0.640, 0.548)
C (1.058, 0.830, 1.814)
P (-0.744, 0.985, 1.453)
C (-1.388, 1.182, 3.141)
C (-1.391, 0.055, 3.964)
C (-1.840, 0.138, 5.272)
C (-2.312, 1.348, 5.767)
C (-2.335, 2.465, 4.947)
C (-1.877, 2.385, 3.638)
C (-0.858, 2.672, 0.724)
C (0.113, 3.651, 0.941)
C (0.036, 4.883, 0.310)
C (-1.023, 5.157, -0.546)
C (-1.998, 4.196, -0.762)
C (-1.918, 2.958, -0.139)
P (1.229, -0.760, -0.486)
C (1.398, -2.126, 0.743)
C (2.454, -2.223, 1.652)
C (2.506, -3.247, 2.584)
C (1.496, -4.203, 2.619)
C (0.447, -4.125, 1.718)
C (0.396, -3.090, 0.790)
C (2.706, -1.047, -1.548)
C (3.517, -2.180, -1.492)
C (4.582, -2.334, -2.371)
C (4.854, -1.361, -3.321)
C (4.039, -0.240, -3.401)
C (2.969, -0.094, -2.533)
H (2.937, 0.458, 0.800)
H (1.871, 1.540, -0.072)
H (1.399, 1.670, 2.425)
H (1.153, -0.058, 2.444)
H (-1.047, -0.897, 3.571)
H (-1.833, -0.744, 5.900)
H (-2.667, 1.414, 6.788)
H (-2.712, 3.407, 5.325)
H (-1.902, 3.262, 3.004)
H (0.938, 3.462, 1.616)
H (0.809, 5.624, 0.477)
H (-1.075, 6.109, -1.059)
H (-2.811, 4.382, -1.453)
H (-2.651, 2.197, -0.390)
H (3.258, -1.496, 1.626)
H (3.332, -3.300, 3.283)
H (1.530, -5.003, 3.349)
H (-0.346, -4.862, 1.736)
H (-0.441, -3.020, 0.105)
H (3.319, -2.955, -0.764)
H (5.199, -3.223, -2.312)
H (5.686, -1.480, -4.004)
H (4.224, 0.514, -4.156)
H (2.315, 0.766, -2.636)
Cl (-4.415, 1.530, -3.653)
C (-3.657, -0.018, -4.021)
C (-3.852, -0.529, -5.276)
C (-3.277, -1.745, -5.655)
C (-2.510, -2.405, -4.702)
C (-2.322, -1.881, -3.442)
Cl (-1.354, -2.865, -2.344)
C (-2.874, -0.624, -2.950)
N (-2.780, -0.045, -1.794)
H (-4.462, 0.035, -5.972)
H (-3.421, -2.153, -6.646)
H (-2.039, -3.353, -4.933)

## Properties
Charge: -1
Energy above the lowest of the compared OMol25 structures with the same formula, charge and spin (kcal per mole): 0.0
2S+1: 1
Max |F| (eV Å⁻¹): 0.75
DFT total energy (eV): -82427.805
LUMO (eV): 2.43